DFT (ωB97M-V with the def2-TZVPD basis set) results for a cluster of 2 separate species, C2H2F6O in total.

Atoms and positions in Å:
F -0.2160 1.0989 0.4596
F -0.5022 -1.5983 1.4247
F -1.7349 -1.8485 -0.3038
F 0.3146 -1.1221 -0.7031
F -2.1015 0.6042 1.3563
F -1.8147 0.6537 -0.8620
O 3.0689 1.1124 -0.6520
C -1.2542 0.2980 0.3431
C -0.7400 -1.0965 0.2100
H 2.6539 0.4205 -0.0888
H 2.3260 1.4777 -1.1839

Cartesian forces (eV/Å) of the 6 atoms listed first:
F 1.0 0.6 0.6
F 1.2 0.2 -0.8
F 0.6 0.1 -0.1
F -1.5 -0.1 2.3
F 0.7 -1.2 -1.2
F -0.2 -0.6 1.3

- HOMO-LUMO gap (eV) = 12.18
- HOMO (eV) = -11.54
- charge = 0
- ΔE to the lowest compared entry with this formula, charge and spin (kcal per mole) = 6.19
- largest force on an atom (eV/Å) = 3.70
- energy (hartree) = -751.85073
- SMILES string = FC(F)(F)C(F)(F)F.O

=====

DFT (ωB97M-V with the def2-TZVPD basis set) results for the ion C25H35F2Si with charge +1.

Atoms and positions in Å:
Si 0.0016 -0.8726 1.2568
F -2.9505 7.9558 6.0318
F -0.3544 -0.3624 8.8214
C -0.7421 5.0548 6.0619
C 0.4658 -0.4588 -1.5785
C 0.0123 0.1904 2.8701
C -0.2101 2.8185 3.0273
C 0.6278 0.2146 6.7383
C -1.6594 2.4943 2.5140
C 0.7019 1.1367 5.7042
C -1.7855 5.2293 3.9179
C 0.6756 -2.5349 1.8249
C -2.7274 -1.7104 1.7192
C -2.3193 6.8057 5.6341
C -1.3879 2.1338 6.3896
C 1.0357 -0.2522 -0.1689
C 0.5634 -3.6849 0.8225
C -1.4354 6.1762 6.5091
C 0.4537 3.9794 2.2292
C -1.3904 1.3426 7.5384
C -0.1464 3.2131 4.4006
C -0.3020 2.1039 5.5077
C -1.7765 -1.0896 0.6932
C 0.6117 1.5286 2.7710
C -0.9453 4.5117 4.7820
C 2.0744 1.6412 2.5783
C -2.5140 6.3373 4.3426
C -0.3875 0.3804 7.6716
H 2.4613 2.5147 3.1361
H 0.8903 3.5436 4.5839
H -1.0228 0.2094 3.2529
H -2.2266 2.8062 6.1861
H -3.1967 6.8437 3.6650
H -0.0197 -1.4337 -1.7050
H 1.3510 -0.5950 6.8338
H 0.9600 -4.6054 1.2697
H -2.9113 -1.0375 2.5659
H -2.1660 1.4764 8.2894
H 1.4627 4.2057 2.6098
H -3.6989 -1.9154 1.2516
H -1.7451 -1.7054 -0.2185
H 1.5574 1.0852 5.0237
H 1.2400 0.8132 0.0000
H -0.0325 4.5561 6.7356
H -0.1028 4.9118 2.3378
H 1.7303 -2.3619 2.0885
H -2.2558 2.0327 3.3106
H -0.2666 0.3170 -1.8303
H 2.3907 1.7623 1.5272
H 0.5770 -0.4689 3.5671
H -1.9203 4.9571 2.8757
H -1.6335 1.8132 1.6489
H -1.2839 6.5606 7.5201
H -0.4750 -3.8882 0.5329
H 2.0038 -0.7688 -0.0778
H 1.2684 -0.3973 -2.3235
H 2.6175 0.7548 2.9463
H -2.1470 -0.1037 0.3732
H 0.5159 3.7369 1.1705
H 0.1601 -2.7910 2.7634
H -2.1634 3.3937 2.1493
H 1.1416 -3.4950 -0.0899
H -2.3500 -2.6615 2.1161

Cartesian forces (eV/Å) of the 6 atoms listed first:
Si -0.5 -1.6 -1.2
F 0.5 -1.2 -0.3
F -0.1 0.4 -1.1
C 0.0 -0.4 0.0
C 0.0 0.0 -0.2
C 0.1 1.8 1.1

- HOMO-LUMO gap (eV) = 6.37
- HOMO (eV) = -11.62
- charge = +1
- ΔE to the lowest compared entry with this formula, charge and spin (kcal per mole) = 1.75
- largest force on an atom (eV/Å) = 5.22
- energy (hartree) = -1462.55922

=====

DFT (ωB97M-V with the def2-TZVPD basis set) results for a structure of composition C37H41BF2N10O7Ru.

Atoms and positions in Å:
Ru 0.6094 -0.6318 0.8147
F 3.2884 4.0141 -2.9190
F -2.2428 -6.0152 0.5819
O 0.3853 -2.0482 -0.7260
O 2.5750 -0.0405 -0.1699
O 3.9724 -1.3900 3.3841
O -1.1032 -1.7635 1.5923
O 2.0729 -1.3804 2.1932
O 0.0858 0.9149 -0.7208
O -0.0450 1.1896 -2.9450
N -4.7258 -3.8454 3.5821
N -2.9511 -1.0017 2.6382
N -7.1046 -5.8663 0.5073
N 4.8993 2.4127 2.0992
N -3.1922 -1.6579 -2.6325
N 4.8981 8.2440 -0.8758
N 0.1947 0.9310 2.1526
N -4.8325 -5.6579 -0.3855
N -0.4673 -5.0839 2.8225
N 4.7487 5.8321 -1.3404
C -1.0863 -0.7048 -1.9843
C -2.2601 -0.6800 -2.6719
C 4.4241 4.5163 -0.9047
C -2.4987 -4.9322 -0.1634
C 3.6544 0.3721 1.8759
C 4.8414 4.1076 0.3480
C -4.0069 -3.6999 -1.5582
C -1.2941 -4.2803 2.8746
C 6.1440 6.2184 -1.4662
C 3.6504 3.6403 -1.6732
C 4.4704 1.2113 2.5583
C 7.2024 3.2381 2.5632
C -4.3853 -2.4676 -4.6551
C 6.2831 7.6679 -0.9408
C -2.9969 -2.7572 -1.8133
C -4.3972 -1.5295 -3.4566
C 3.9132 6.5163 -2.3183
C -3.6162 -3.6129 3.3337
C -2.3077 -3.2861 2.9119
C 4.5002 2.8430 0.8455
C 3.2565 2.4270 -1.1950
C -3.7775 -4.7772 -0.7196
C 3.6854 2.0113 0.0649
C 5.7337 3.2452 2.9683
C 3.2543 0.7083 0.5597
C -1.7682 -2.8939 -1.1570
C -4.7599 -6.4780 0.8256
C -7.1160 -6.2124 -0.9537
C -2.0612 -1.9929 2.3931
C -0.6847 1.4915 2.6610
C 3.2273 -0.9170 2.5457
C -5.6340 -6.3013 -1.4076
C -0.2446 0.5640 -1.9140
C -6.2065 -6.8077 1.2540
C -0.7524 -1.8738 -1.2660
C 4.1906 8.0341 -2.1830
C -1.5261 -4.0045 -0.3449
B -1.9157 2.1505 3.3613
H 3.2755 8.6193 -2.1892
H 7.6150 2.2324 2.6521
H 5.3290 4.2574 2.9835
H -6.3547 -6.6642 2.3212
H 7.3408 3.5643 1.5309
H -4.9959 -3.5777 -1.9831
H 6.4796 6.1639 -2.5086
H 6.7704 5.5473 -0.8870
H 4.1106 6.2129 -3.3478
H -8.0408 -5.8223 0.9010
H -2.6716 -0.0553 2.4191
H -4.2939 -3.5107 -4.3483
H 4.8201 0.9105 3.5383
H 5.4205 4.7977 0.9484
H -6.5003 -7.8198 0.9852
H -7.6382 -7.1584 -1.0733
H -5.4992 -5.8095 -2.3661
H -5.2781 -1.6894 -2.8344
H 4.3894 7.6892 -0.1817
H -2.8071 2.1658 2.5274
H -4.2652 -5.9198 1.6113
H -4.4394 -0.4981 -3.7963
H 6.8752 8.2914 -1.6064
H 2.8711 6.2986 -2.0997
H -3.5724 -1.1017 3.4236
H 4.8495 8.4038 -2.9649
H -1.6286 3.2792 3.6964
H 6.7105 7.7100 0.0583
H -3.5413 -2.2374 -5.3073
H 5.6322 2.8519 3.9759
H -0.5716 -4.1084 0.1548
H -5.3049 -2.3502 -5.2293
H 7.7701 3.9012 3.2173
H -7.6666 -5.4344 -1.4771
H -2.1799 1.4613 4.3243
H -6.6549 -4.9480 0.5767
H 4.9090 9.2211 -0.5923
H 2.5915 1.7910 -1.7714
H -5.3429 -7.3506 -1.5279
H -4.2105 -7.4091 0.6728
H -2.5023 0.1848 -3.2772

Cartesian forces (eV/Å) of the 6 atoms listed first:
Ru 0.8 -0.4 0.6
F 0.0 0.0 0.0
F 0.1 -0.2 -0.1
O -0.3 0.0 -0.3
O 0.0 0.1 -0.2
O -0.2 0.0 0.0

- HOMO-LUMO gap (spin up / spin down) (eV) = 5.93 / 5.97
- HOMO (spin up / spin down) (eV) = -8.78 / -8.81
- charge = +1
- largest force on an atom (eV/Å) = 1.08
- energy (hartree) = -2827.95555
- 2S+1 = 6

=====

DFT (ωB97M-V with the def2-TZVPD basis set) results for an isolated molecule of C24H37ClN2O2.

Atoms and positions in Å:
Cl 0.9715 -1.5643 4.1399
O 8.2015 -2.0715 1.1702
O -2.0722 -0.8566 -3.4185
N 5.7440 0.0046 -0.9917
N 5.8614 -1.6640 1.7184
C -0.0215 2.0960 0.8115
C 6.9439 -1.4571 0.8182
C 3.6487 2.7464 -1.8655
C -2.2124 0.3198 -4.2838
C -2.6702 2.6765 0.7583
C 3.2207 1.1925 -2.0156
C -4.3722 -0.6119 0.7619
C 6.9159 -0.6367 -0.5017
C 4.6896 -1.0183 1.1834
C -0.2781 -3.2136 2.0757
C -3.0365 -0.6392 -2.3488
C -0.4746 -1.6169 1.7704
C 3.3531 -1.1759 2.0220
C 0.5501 0.9808 -0.2493
C -4.6678 0.8992 0.3060
C -3.1220 -1.8551 -1.2929
C 3.2183 0.4096 -0.5944
C 4.6062 -0.2150 -0.1363
C -4.0818 2.0343 1.2846
C 0.6510 -0.7051 2.5107
C -1.5122 1.6879 1.2681
C 1.9111 0.2831 0.2712
C -4.4655 -1.7059 -0.4147
C 1.9977 -0.5503 1.6340
H -1.7828 0.6237 0.9389
H -0.6809 -3.7459 1.1262
H 0.2407 0.3307 2.8231
H 0.7203 1.5794 -1.2272
H 4.7937 2.7741 -2.0483
H -5.3211 -1.4950 -1.1610
H -2.1732 -1.7980 -0.6497
H -2.6634 0.2786 -1.7566
H -4.0833 -0.4997 -2.7931
H -1.4973 -1.3437 2.2412
H -3.9763 1.6326 2.3672
H 2.2085 1.0563 -2.5626
H 7.8823 -0.5584 -1.1147
H 3.1882 3.4159 -2.6785
H -1.5707 1.6747 2.4279
H -0.2634 0.2032 -0.5286
H -4.8650 2.8868 1.3034
H 0.7194 2.0753 1.6890
H -0.8890 -3.5345 2.9830
H 7.9069 -2.8896 1.6523
H -4.3362 1.1606 -0.7558
H -1.1958 0.6995 -4.6691
H -5.1980 -0.8948 1.5266
H -5.8215 1.0202 0.3160
H -2.7768 2.7530 -0.3770
H -4.6187 -2.7290 0.1098
H -2.9310 0.1157 -5.1618
H 3.4943 3.1412 -0.8007
H 3.4063 -1.8048 2.9893
H -2.5939 3.7057 1.2756
H -3.0656 -2.8757 -1.8402
H 0.8335 -3.5068 2.1321
H -0.0687 3.1323 0.3311
H -2.6796 1.2153 -3.7122
H 3.9997 0.7195 -2.7304
H -0.4605 -1.5243 0.6338
H -3.3789 -0.7675 1.3096

Cartesian forces (eV/Å) of the 6 atoms listed first:
Cl 0.0 1.0 -0.9
O -3.3 0.2 -0.5
O -1.2 1.8 0.1
N 1.4 -3.1 4.1
N 1.1 2.6 -5.3
C -0.3 -1.3 -0.2

- HOMO-LUMO gap (eV) = 7.50
- HOMO (eV) = -8.26
- charge = 0
- ΔE to the lowest compared entry with this formula, charge and spin (kcal per mole) = 215.46
- largest force on an atom (eV/Å) = 6.02
- energy (hartree) = -1656.54188
- SMILES string = CCc1c(CCCCCCCCCCOC)c([C@H](Cl)CC)cc2nc(O)cnc12

=====

DFT (ωB97M-V with the def2-TZVPD basis set) results for a cluster of 3 separate species, C6H15NO in total.

Atoms and positions in Å:
O 3.0003 -2.1256 0.6668
N -2.8903 0.9473 -0.5045
C -2.6163 -0.3062 -1.2442
C -1.7333 1.4464 0.2606
C -0.3197 1.1657 -0.2667
C 0.4572 -0.6054 1.1267
C 1.8962 -0.1654 -0.6954
C 0.4100 -0.1502 -0.2896
H 0.6796 1.4115 1.9395
H -2.1540 0.5872 -1.6898
H 0.0739 2.0180 -0.9007
H 2.5100 0.4203 0.1031
H 2.2384 -1.2702 -0.6726
H 1.3827 -1.2506 1.2460
H -0.0936 -0.8578 -0.9067
H 2.0792 0.3121 -1.6636
H -1.9761 2.4067 0.5650
H -1.0948 1.0264 1.0645
H 3.6254 -2.6174 1.1373
H -2.1085 -1.2277 -0.8182
H -0.4218 -1.0432 1.5777
H 0.6251 0.5127 1.6233
H -3.5695 -0.6347 -1.6585

Cartesian forces (eV/Å) of the 6 atoms listed first:
O -1.8 1.1 -0.7
N 1.9 -1.5 3.9
C -1.8 0.2 2.6
C -2.0 -2.0 -4.7
C 0.0 1.6 -2.5
C 1.3 -3.2 0.1

- HOMO-LUMO gap (eV) = 3.77
- HOMO (eV) = -6.96
- charge = 0
- ΔE to the lowest compared entry with this formula, charge and spin (kcal per mole) = 372.57
- largest force on an atom (eV/Å) = 5.48
- energy (hartree) = -367.03757

=====

DFT (ωB97M-V with the def2-TZVPD basis set) results for an isolated molecule of C10H6Cl2N2O3.

Atoms and positions in Å:
Cl -2.3026 0.2256 -4.2653
Cl -0.8070 -2.0798 0.3456
O -1.2955 0.8895 1.9394
O 2.6408 -0.1576 4.2935
O 2.5614 -0.1099 -0.2131
N 0.6375 0.4523 0.8595
N 2.5877 -0.0464 2.0469
C -0.7221 1.4361 -2.4539
C -1.4832 -0.7948 -1.9227
C -0.7881 -0.7361 -0.7265
C 2.0378 0.1338 3.2968
C 1.9763 0.0897 0.8163
C 0.6688 0.7635 3.2904
C -0.0370 1.4853 -1.2540
C -0.0673 0.4059 -0.3878
C -1.4434 0.2961 -2.7782
C -0.1112 0.6965 2.0004
H -0.6989 2.2733 -3.1323
H 3.5360 -0.4078 2.0144
H -2.0432 -1.6784 -2.1833
H 0.5298 2.3629 -0.9858
H 0.0648 0.3383 4.0961
H 0.7957 1.8244 3.5382

Cartesian forces (eV/Å) of the 6 atoms listed first:
Cl -0.2 0.0 -0.3
Cl 0.0 -0.2 0.1
O 0.0 0.0 0.1
O 0.1 0.0 0.2
O 0.1 -0.1 -0.1
N -0.3 0.1 -0.6

- HOMO-LUMO gap (eV) = 10.00
- HOMO (eV) = -9.60
- charge = 0
- largest force on an atom (eV/Å) = 0.72
- energy (hartree) = -1640.37162
- SMILES string = O=C1CC(=O)N(c2ccc(Cl)cc2Cl)C(=O)N1